{
  "formula": "C6H10S",
  "method": "ωB97M-V with the def2-TZVPD basis set",
  "spin_multiplicity": 1,
  "orbital_gap_ev": 9.396,
  "relative_energy_ev": 3.304,
  "e_tot_ha": -632.68808,
  "lumo_energy_ha": 0.0376,
  "species": ["C", "C", "C", "C", "C", "C", "H", "H", "H", "H", "H", "H", "H", "H", "H", "H", "S"],
  "positions_angstrom": [[2.19155, -0.20780, -0.57630], [1.18661, -0.29714, 0.53193], [0.14608, -1.46014, 0.37477], [-0.71647, 0.79317, -0.50248], [-0.41419, 2.14699, 0.02603], [0.21393, 0.95141, 0.72686], [2.95498, -1.00439, -0.60400], [2.77776, 0.72416, -0.58524], [1.76782, -0.20447, -1.56511], [1.71191, -0.48211, 1.49000], [0.47013, -2.32103, -0.29511], [-0.05545, -1.84797, 1.39391], [-0.10802, 0.75330, -1.40094], [-1.05906, 2.60552, 0.82196], [-0.02968, 2.89578, -0.66517], [-0.32320, 0.76658, 1.63200], [-1.48452, -0.84027, -0.23170]],
  "nbo_charge": [-0.626, -0.214, -0.535, -0.386, -0.363, -0.234, 0.218, 0.218, 0.206, 0.217, 0.227, 0.217, 0.195, 0.224, 0.231, 0.201, 0.203]
}

=====

{
  "formula": "C6H10S",
  "method": "ωB97M-V with the def2-TZVPD basis set",
  "spin_multiplicity": 1,
  "orbital_gap_ev": [8.081, 8.211],
  "relative_energy_ev": 7.756,
  "e_tot_ha": -632.52446,
  "lumo_energy_ha": [-0.0027, 0.0097],
  "species": ["C", "C", "C", "C", "C", "C", "S", "H", "H", "H", "H", "H", "H", "H", "H", "H", "H"],
  "positions_angstrom": [[0.10213, 0.92152, -0.01712], [1.36325, -0.12806, 1.27582], [-1.20872, 1.48163, 0.28619], [-1.05087, 0.39551, -0.76718], [2.52384, -0.82255, 0.85377], [-1.73940, -0.92645, -0.66891], [-1.12574, 1.22955, -2.36264], [1.45290, 0.38866, 2.26002], [-1.58809, 1.14790, 1.22345], [-1.50179, 2.54885, 0.11076], [3.41315, -0.19235, 1.14141], [2.66001, -1.12229, -0.23985], [2.38688, -1.75544, 1.44201], [-1.41347, -1.52700, 0.25091], [-1.63954, -1.66119, -1.56264], [-2.73185, -0.72111, -0.47445], [0.09731, 0.74283, -2.75154]],
  "nbo_charge": [0.107, -0.046, -0.528, -0.291, -0.752, -0.616, -0.002, 0.163, 0.220, 0.238, 0.226, 0.235, 0.251, 0.222, 0.229, 0.216, 0.129]
}

=====

{
  "formula": "C6H10S2",
  "method": "ωB97M-V with the def2-TZVPD basis set",
  "spin_multiplicity": 1,
  "orbital_gap_ev": 9.129,
  "relative_energy_ev": 3.649,
  "e_tot_ha": -1030.84388,
  "lumo_energy_ha": 0.0217,
  "species": ["C", "C", "C", "C", "C", "C", "H", "H", "H", "H", "H", "H", "H", "H", "H", "H", "S", "S"],
  "positions_angstrom": [[-1.82100, 0.24483, 0.70388], [-0.22714, 0.33956, 0.25572], [0.08342, -0.57985, -1.00775], [1.62022, -0.69449, -1.07926], [1.89843, 0.40834, 0.05149], [0.97953, 0.02023, 1.16443], [-4.03742, 0.86722, 0.16474], [-2.24569, 0.65703, 1.81165], [-1.60458, -0.90480, 0.86013], [-0.20443, -1.59012, -0.78013], [-0.58279, -0.09311, -1.80050], [1.86493, -1.60608, -0.77318], [1.82319, -0.05359, -2.05669], [2.76949, 0.89202, 0.10086], [0.96050, -1.03529, 1.53695], [0.87701, 0.77844, 1.98977], [-2.93808, 0.47927, -0.61681], [0.78442, 1.87039, -0.52530]],
  "nbo_charge": [-0.608, 0.035, -0.469, -0.436, -0.225, -0.491, 0.144, 0.259, 0.214, 0.192, 0.234, 0.210, 0.250, 0.213, 0.205, 0.234, 0.011, 0.028]
}

=====

{
  "formula": "C6H10Si",
  "method": "ωB97M-V with the def2-TZVPD basis set",
  "spin_multiplicity": 1,
  "orbital_gap_ev": 9.049,
  "relative_energy_ev": 1.979,
  "e_tot_ha": -523.95923,
  "lumo_energy_ha": 0.0270,
  "species": ["C", "C", "C", "C", "C", "C", "Si", "H", "H", "H", "H", "H", "H", "H", "H", "H", "H"],
  "positions_angstrom": [[-0.64485, 0.25698, -0.55967], [-1.64349, -0.77064, -0.55300], [3.18414, -0.37178, -0.07055], [2.26586, 0.59313, 0.06519], [-0.80844, 1.59309, 0.16911], [-2.30534, -1.30980, 0.44213], [0.49818, 0.45495, 0.85484], [-0.58019, 0.59444, -1.56648], [-2.00219, -1.19072, -1.48891], [3.94390, -0.32044, -0.81566], [3.09052, -1.32533, 0.52264], [2.62264, 1.40597, -0.46336], [-0.46139, 2.36342, -0.45668], [-1.83191, 1.66426, 0.38651], [-2.43421, -0.94579, 1.44465], [-2.98806, -2.15590, 0.24442], [0.09485, -0.53585, 1.84481]],
  "nbo_charge": [-0.684, -0.168, -0.350, -0.586, -0.749, -0.449, 1.214, 0.246, 0.207, 0.197, 0.184, 0.214, 0.230, 0.241, 0.185, 0.193, -0.126]
}

=====

{
  "formula": "C6H11BNO2",
  "method": "ωB97M-V with the def2-TZVPD basis set",
  "charge": 1,
  "spin_multiplicity": 1,
  "orbital_gap_ev": 9.427,
  "relative_energy_ev": 1.595,
  "e_tot_ha": -465.07913,
  "lumo_energy_ha": -0.1288,
  "species": ["B", "C", "C", "C", "C", "C", "C", "N", "O", "O", "H", "H", "H", "H", "H", "H", "H", "H", "H", "H", "H"],
  "positions_angstrom": [[-1.82019, -0.12026, 0.27412], [1.66967, -1.35617, 0.70630], [2.50697, -0.03778, 0.69320], [0.46764, -1.32307, 0.12634], [1.86721, 1.14407, 0.42929], [-0.25712, -0.06684, -0.12641], [-0.40187, 0.05635, -1.90235], [0.48350, 1.08200, 0.52519], [-2.64873, -1.12786, 0.02857], [-2.02256, 1.08835, 0.92822], [2.23669, -2.18582, 1.08938], [3.58750, -0.17092, 0.81282], [-0.36533, -1.98037, -0.09836], [2.38037, 2.10432, 0.25200], [0.68339, -0.11514, -2.28037], [-0.82605, 1.02938, -2.21459], [-0.99282, -0.80537, -2.32489], [0.09176, 0.96761, 1.54860], [-0.04103, 1.85161, 0.06474], [-3.63975, -1.28581, 0.24567], [-2.95925, 1.25170, 1.22254]],
  "nbo_charge": [1.129, -0.242, -0.137, -0.174, -0.112, -0.199, -0.629, -0.553, -0.905, -0.922, 0.248, 0.253, 0.254, 0.255, 0.243, 0.229, 0.256, 0.464, 0.464, 0.559, 0.519]
}

=====

{
  "formula": "C6H11BrO3S",
  "method": "ωB97M-V with the def2-TZVPD basis set",
  "spin_multiplicity": 1,
  "orbital_gap_ev": 10.304,
  "relative_energy_ev": 0.651,
  "e_tot_ha": -3433.06212,
  "lumo_energy_ha": 0.0095,
  "species": ["C", "C", "C", "C", "C", "C", "O", "O", "O", "S", "Br", "H", "H", "H", "H", "H", "H", "H", "H", "H", "H", "H"],
  "positions_angstrom": [[0.70195, 1.72847, -0.47110], [1.12508, 1.63211, -1.80257], [-1.75345, 0.72563, 1.30880], [0.07893, -2.61051, 0.06494], [-0.27424, 0.32043, 1.55423], [0.54898, 0.24555, 0.29781], [0.32513, 2.68477, 0.13164], [-1.24067, -0.90912, -1.50069], [1.14014, -1.30390, -1.86525], [0.07278, -1.12060, -0.93283], [2.40140, -0.21943, 0.82054], [2.08649, 0.96282, -1.95975], [0.46350, 1.03820, -2.34195], [1.18031, 2.50110, -2.34026], [-2.28480, 0.39085, 2.20053], [-1.86681, 1.78067, 1.16596], [-2.18184, 0.23942, 0.48696], [0.28732, -3.45317, -0.64201], [0.52420, -2.37651, 0.92074], [-0.97619, -2.83207, 0.36388], [-0.32383, -0.54707, 2.26124], [-0.03439, 1.12236, 2.27915]],
  "nbo_charge": [0.614, -0.760, -0.605, -0.872, -0.504, -0.361, -0.505, -0.935, -0.949, 2.137, 0.041, 0.280, 0.270, 0.245, 0.209, 0.222, 0.219, 0.278, 0.238, 0.246, 0.229, 0.260]
}

=====

{
  "formula": "C6H11Cl",
  "method": "ωB97M-V with the def2-TZVPD basis set",
  "spin_multiplicity": 1,
  "orbital_gap_ev": [7.986, 8.503],
  "relative_energy_ev": 3.807,
  "e_tot_ha": -695.25139,
  "lumo_energy_ha": [0.0059, 0.0148],
  "species": ["C", "C", "C", "C", "C", "C", "Cl", "H", "H", "H", "H", "H", "H", "H", "H", "H", "H", "H"],
  "positions_angstrom": [[0.31622, 0.46082, 0.70906], [-1.10140, -0.40416, 0.14786], [-2.21315, -0.38631, 1.09461], [-1.29508, -1.02358, -1.16009], [2.48056, 1.42678, -0.20126], [1.50779, 0.22717, -0.16424], [2.40111, -1.21657, 0.53871], [0.30637, 0.61258, 1.77954], [-2.44633, -1.54266, 1.32589], [-1.95164, -0.00818, 2.05541], [-3.19929, 0.09347, 0.55857], [-1.89651, -0.35584, -1.89662], [-0.32174, -1.15351, -1.65379], [-1.60461, -2.08026, -0.96989], [2.64786, 1.87536, 0.80710], [3.23684, 1.27193, -0.96239], [1.83251, 2.30320, -0.74803], [1.30049, -0.10026, -1.26044]],
  "nbo_charge": [-0.250, 0.159, -0.680, -0.718, -0.623, -0.241, -0.126, 0.210, 0.220, 0.228, 0.221, 0.241, 0.225, 0.241, 0.231, 0.231, 0.207, 0.225]
}

=====

{
  "formula": "C6H11Cl2F9NO3P2S",
  "method": "ωB97M-V with the def2-TZVPD basis set",
  "charge": -1,
  "spin_multiplicity": 1,
  "orbital_gap_ev": 5.557,
  "e_tot_ha": -3415.83476,
  "lumo_energy_ha": 0.0812,
  "species": ["O", "P", "O", "O", "P", "N", "C", "C", "C", "F", "F", "C", "F", "F", "S", "F", "F", "F", "F", "F", "H", "H", "H", "H", "H", "H", "H", "Cl", "C", "C", "Cl", "H", "H", "H", "H"],
  "positions_angstrom": [[-1.38066, 4.49799, -4.56393], [-0.22457, 3.93915, -3.87334], [0.00935, 2.40980, -4.33251], [1.07628, 4.77826, -4.43192], [-0.41267, 3.96862, -1.66985], [0.48352, 2.76271, -1.00987], [-0.38303, 1.65731, -0.65587], [0.16460, 0.82089, 0.50384], [1.66387, 0.55225, 0.41126], [2.28239, 1.62804, 0.94873], [2.11717, 0.46242, -0.82581], [2.14897, -0.62337, 1.30400], [1.38929, -0.63566, 2.37623], [3.35665, -0.45769, 1.74413], [2.04825, -2.34733, 0.52798], [0.93670, -2.80824, 1.57012], [3.13214, -2.87180, 1.56153], [3.16216, -1.99086, -0.49852], [0.89779, -1.94455, -0.44588], [2.01192, -3.79533, -0.08313], [-0.43986, 2.29304, -5.18364], [1.79383, 4.71803, -3.78334], [0.30938, 5.15451, -1.34633], [-0.62001, 0.96660, -1.48283], [-1.34588, 2.05722, -0.29798], [-0.36571, -0.12547, 0.60563], [0.03886, 1.35013, 1.44106], [-5.06373, -3.16670, 2.99141], [-3.41972, -3.85837, 2.97221], [-2.37843, -2.85151, 2.55619], [-2.52488, -2.39591, 0.84308], [-3.42701, -4.71875, 2.30769], [-3.21128, -4.20474, 3.98348], [-1.38405, -3.27732, 2.68512], [-2.44164, -1.94337, 3.15102]],
  "nbo_charge": [-1.151, 1.957, -1.000, -1.006, 0.421, -1.115, -0.227, -0.462, 0.641, -0.326, -0.306, 0.469, -0.310, -0.292, 2.367, -0.480, -0.473, -0.452, -0.453, -0.458, 0.495, 0.489, -0.068, 0.149, 0.161, 0.208, 0.219, -0.066, -0.383, -0.395, -0.047, 0.221, 0.217, 0.229, 0.225]
}

=====

{
  "formula": "C6H11ClCrF3O2Tm",
  "method": "ωB97M-V with the def2-TZVPD basis set",
  "charge": -1,
  "spin_multiplicity": 6,
  "orbital_gap_ev": [7.717, 7.869],
  "e_tot_ha": -3275.16185,
  "s_squared": 9.117,
  "lumo_energy_ha": [0.0938, 0.0981],
  "species": ["Tm", "Cl", "C", "C", "H", "H", "H", "H", "H", "H", "Cr", "C", "C", "H", "H", "H", "H", "H", "F", "C", "F", "F", "C", "O", "O"],
  "positions_angstrom": [[0.92692, -0.40416, -2.52328], [2.26143, -2.41070, -2.24608], [2.52738, 1.06946, -3.17013], [-0.31724, -1.14648, -4.25812], [2.42870, 1.49977, -4.17167], [2.47247, 1.89899, -2.44888], [3.53687, 0.65687, -3.09400], [-0.24764, -0.58201, -5.19343], [-1.36285, -1.09629, -3.91680], [-0.11082, -2.19504, -4.49349], [-0.58681, 0.73606, 0.40135], [-1.66758, -0.88188, 1.09122], [-0.92913, 1.24942, -1.45561], [-2.70840, -0.61507, 0.80132], [-1.37371, -1.83125, 0.59594], [-1.57146, -0.96121, 2.19628], [-2.04120, 1.06934, -1.54167], [-0.71036, 2.34850, -1.58339], [1.46140, 2.45839, 4.31441], [0.35568, 2.78264, 3.61877], [-0.70378, 2.75469, 4.45708], [0.48666, 4.05009, 3.15010], [0.07210, 1.83736, 2.39476], [0.91563, 1.01867, 1.91313], [-1.07277, 1.98774, 1.88658]],
  "lowdin_spin": [2.021, -0.003, -0.003, -0.007, 0.000, 0.000, 0.000, 0.000, -0.001, 0.000, 3.351, -0.070, -0.351, 0.004, 0.002, -0.002, -0.002, -0.025, 0.001, 0.002, 0.001, 0.001, 0.021, 0.050, 0.009]
}

=====

{
  "formula": "C6H11ClF3IrO2Ti",
  "method": "ωB97M-V with the def2-TZVPD basis set",
  "charge": -1,
  "spin_multiplicity": 6,
  "orbital_gap_ev": [5.009, 6.743],
  "relative_energy_ev": 1.227,
  "e_tot_ha": -2099.14268,
  "s_squared": 8.769,
  "lumo_energy_ha": [0.1075, 0.0578],
  "species": ["Ir", "Cl", "C", "C", "H", "H", "H", "H", "H", "H", "Ti", "C", "C", "H", "H", "H", "H", "H", "F", "C", "F", "F", "C", "O", "O"],
  "positions_angstrom": [[0.75258, -0.64658, -2.02326], [1.26539, -2.79692, -2.75836], [1.91005, 0.80275, -2.74104], [-0.45091, -0.54146, -3.66953], [1.52670, 1.05002, -3.73296], [1.93428, 1.71703, -2.14045], [2.92256, 0.39528, -2.81408], [-0.31309, 0.44260, -4.15210], [-1.47696, -0.66722, -3.28123], [-0.16960, -1.39139, -4.33380], [0.08418, -0.15396, 0.29570], [-1.74499, -1.07768, 0.66634], [-0.09070, 1.16444, -1.12279], [-2.46932, -0.50141, 0.06811], [-1.69527, -2.12249, 0.31200], [-1.98389, -1.02617, 1.74222], [-1.05261, 1.43990, -1.56088], [0.50985, 2.07180, -0.98231], [2.30069, 0.98807, 4.07906], [2.28529, -0.26198, 3.58898], [3.54840, -0.71951, 3.45684], [1.61485, -1.06860, 4.44257], [1.54531, -0.24190, 2.20872], [0.97930, 0.83535, 1.82124], [1.39132, -1.29875, 1.52311]],
  "lowdin_spin": [1.633, 0.185, 0.289, 0.253, 0.032, 0.026, 0.054, 0.024, 0.036, 0.017, 1.520, 0.024, 0.700, 0.002, 0.013, 0.000, 0.036, 0.037, 0.000, 0.003, 0.001, 0.001, 0.026, 0.033, 0.057]
}